24
Properties=species:S:1:pos:R:3:forces:R:3 method="wB97M-V/def2-TZVPD" total_charge=0 orbital_gap_ev="8.1 / 7.8" e_lumo_ev="-0.8 / -0.3" relative_energy_kj_mol=271.6
C -1.307 1.923 -0.237 0.1 -0.9 -2.0
C 1.133 2.329 0.513 -1.9 1.5 0.9
C -1.328 -1.292 0.518 -0.6 0.4 1.0
C 0.085 -2.145 -1.403 -0.9 -1.2 -1.7
C -0.035 1.338 0.436 0.3 0.0 -2.0
C -0.443 -0.897 -0.716 -2.6 -0.4 1.5
N 0.454 0.159 -0.411 1.4 0.7 1.1
P 2.049 -0.892 1.518 -1.2 -1.5 -1.0
Br 4.031 -0.678 0.617 0.2 0.0 -0.2
H -1.164 2.129 -1.372 0.0 -0.2 1.9
H -2.023 1.095 -0.195 -0.3 0.4 -0.2
H -1.809 2.787 0.195 0.5 0.1 0.3
H 1.502 2.509 -0.490 0.1 0.3 0.0
H 1.903 2.000 1.152 1.2 -0.9 0.5
H 0.818 3.291 1.083 0.2 -1.3 -1.4
H -0.771 -1.959 1.199 0.1 0.7 0.2
H -1.792 -0.365 1.039 1.1 -1.8 -0.6
H -2.201 -1.921 0.310 0.1 0.1 -0.7
H 0.980 -1.995 -1.990 0.1 0.6 -0.4
H -0.720 -2.601 -2.150 1.6 1.0 1.7
H 0.405 -2.962 -0.751 -0.4 0.2 0.4
H -0.331 0.989 1.400 -0.1 -0.2 0.9
H -1.249 -0.488 -1.344 0.5 0.3 -0.6
H 1.813 -2.354 1.079 0.3 1.9 0.5

***

25
Properties=species:S:1:pos:R:3:forces:R:3 method="wB97M-V/def2-TZVPD" total_charge=-1 orbital_gap_ev=6.7 e_lumo_ev=3.3 relative_energy_kj_mol=126.3
Cl -1.625 2.762 0.496 -0.7 2.2 -0.9
C 3.565 0.730 -1.869 0.9 0.0 -0.8
O 2.316 0.763 -1.314 -1.6 0.6 0.3
C 1.680 -0.487 -1.343 -1.7 -1.1 1.9
C 0.365 -0.581 -0.394 0.5 1.0 -0.6
N 0.619 -0.052 0.944 0.2 -0.6 0.1
C -0.634 0.360 1.650 -0.2 -2.0 -0.1
C -1.664 -0.800 1.960 0.5 0.8 -0.8
O -2.360 -1.354 0.808 0.1 0.2 0.6
C -3.162 -0.362 0.135 0.9 -0.3 0.8
H 3.601 0.388 -2.903 -0.5 -0.3 -0.5
H 4.199 0.021 -1.338 0.5 0.2 0.4
H 3.958 1.743 -1.950 0.2 0.0 0.6
H 2.404 -1.199 -0.948 0.1 -0.5 -0.1
H 1.371 -0.778 -2.348 0.1 0.0 -0.3
H -0.099 -1.561 -0.283 0.7 -0.4 -0.5
H -0.435 0.006 -0.846 0.0 0.3 -0.5
H 1.199 0.746 0.726 -0.2 0.6 0.7
H -1.167 1.131 1.095 0.3 -0.7 0.2
H -0.392 0.851 2.592 0.2 -0.2 0.1
H -2.434 -0.370 2.601 -0.1 0.3 0.2
H -1.228 -1.626 2.523 0.1 -0.3 -0.3
H -3.807 0.176 0.831 -0.1 0.0 0.3
H -3.812 -0.882 -0.569 0.4 0.1 -0.3
H -2.461 0.376 -0.254 -0.6 0.1 -0.7

***

33
Properties=species:S:1:pos:R:3:forces:R:3 method="wB97M-V/def2-TZVPD" total_charge=-1 orbital_gap_ev=6.7 e_lumo_ev=2.1
C 4.161 1.414 -0.501 -0.9 0.2 -0.4
C 3.370 0.572 -0.915 -0.9 -0.5 0.6
C 2.209 -0.444 -1.242 1.9 1.0 -0.1
Nb 0.226 0.723 -1.130 -2.7 1.7 1.5
F -1.519 1.823 -1.063 2.3 -1.4 -0.2
I -0.126 -0.354 1.472 0.0 0.1 -0.3
H 4.549 2.422 -0.216 -0.4 -1.9 -0.4
H 2.236 -1.311 -0.514 0.0 1.1 -0.9
H 2.374 -0.828 -2.291 -0.2 0.3 1.1
H -0.664 -0.695 -1.861 0.4 -0.6 -0.7
H 0.599 1.321 -2.812 0.1 -0.3 0.5
H 1.178 2.100 -0.375 0.4 0.0 -0.5
C -2.377 -3.462 3.261 0.0 0.2 -0.1
N -1.580 -4.703 3.073 0.0 0.1 -0.1
O -1.332 -5.045 1.933 0.0 -0.1 0.5
O -1.231 -5.293 4.084 0.0 0.0 -0.3
H -2.616 -3.047 2.287 0.2 -0.1 0.1
H -3.285 -3.734 3.796 0.1 0.0 0.0
H -1.771 -2.766 3.838 0.0 -0.1 0.0
C -5.419 -2.411 -0.772 -0.3 0.0 -0.1
N -4.414 -2.505 0.320 0.2 0.1 -0.1
O -4.808 -2.890 1.412 0.1 0.1 -0.2
O -3.277 -2.192 0.040 -0.5 -0.2 0.3
H -6.387 -2.719 -0.385 0.2 0.0 0.1
H -5.447 -1.374 -1.103 0.1 -0.1 -0.1
H -5.095 -3.072 -1.574 0.1 0.2 0.0
C 4.658 6.069 -1.225 0.2 0.2 -0.1
N 3.955 4.759 -1.288 -0.2 -0.3 -0.2
O 4.363 3.944 -2.097 -0.1 0.4 0.2
O 3.024 4.602 -0.523 0.3 0.1 -0.2
H 5.462 6.070 -1.957 -0.1 -0.1 0.1
H 3.929 6.844 -1.451 0.0 -0.1 0.1
H 5.054 6.181 -0.217 -0.2 0.0 0.0

***

25
Properties=species:S:1:pos:R:3:forces:R:3 method="wB97M-V/def2-TZVPD" total_charge=-1 orbital_gap_ev=7.8 e_lumo_ev=3.1
C -2.125 -1.523 -0.063 0.0 0.0 0.1
C -2.354 -1.089 -1.505 0.0 -0.1 -0.2
O -1.733 0.136 -1.803 -0.1 0.1 0.0
C -0.360 0.019 -2.162 0.1 -0.1 0.2
C 0.413 1.230 -1.687 0.1 0.2 -0.1
In 0.554 1.572 0.480 -0.1 -0.1 0.0
I 0.779 4.409 0.731 0.0 0.0 0.0
C 2.388 0.784 1.410 0.1 0.0 0.1
C 1.980 -0.226 2.464 0.0 0.1 0.0
O 1.191 -1.281 1.881 0.0 -0.2 0.1
H -1.131 -1.958 0.076 -0.1 0.0 0.0
H -2.875 -2.261 0.239 0.1 0.0 0.0
H -2.193 -0.652 0.594 -0.1 -0.1 -0.1
H -3.422 -0.957 -1.706 0.1 0.0 0.1
H -1.993 -1.865 -2.200 -0.1 0.0 0.0
H 0.049 -0.897 -1.710 0.0 0.1 -0.1
H -0.297 -0.102 -3.257 -0.1 0.0 0.1
H 1.441 1.130 -2.061 -0.1 0.1 0.0
H -0.002 2.136 -2.143 0.0 -0.1 0.0
H -0.824 1.140 1.494 0.0 0.0 0.0
H 2.969 1.592 1.866 0.0 0.0 0.0
H 3.032 0.295 0.669 0.0 0.0 0.0
H 1.395 0.273 3.246 0.1 0.0 0.0
H 2.832 -0.719 2.954 0.0 0.0 -0.1
H 0.287 -1.184 2.193 0.0 0.1 -0.1

***

25
Properties=species:S:1:pos:R:3:forces:R:3 method="wB97M-V/def2-TZVPD" total_charge=-1 orbital_gap_ev=6.8 e_lumo_ev=3.1 relative_energy_kj_mol=0.0
I -1.082 -4.269 -0.475 0.0 0.0 0.0
C -1.380 -0.093 -4.264 0.0 -0.3 0.1
O -0.977 0.479 -3.048 0.0 -0.1 0.0
C -0.692 -0.528 -2.083 -0.1 0.0 -0.2
C -0.216 0.157 -0.822 -0.3 0.4 0.0
N -0.035 -0.800 0.225 0.6 -0.1 0.0
C -0.218 -0.369 1.585 -0.3 -0.3 -0.3
C 0.846 0.626 1.983 0.1 0.2 0.1
O 0.739 0.898 3.374 0.0 -0.2 -0.1
C 1.880 1.510 3.911 -0.1 0.1 -0.2
H -0.599 -0.756 -4.666 0.0 0.2 -0.1
H -1.588 0.721 -4.953 0.0 0.0 -0.1
H -2.275 -0.721 -4.137 0.0 0.2 0.0
H 0.049 -1.228 -2.491 0.1 0.1 0.2
H -1.588 -1.126 -1.863 0.0 0.1 0.0
H -0.983 0.913 -0.561 0.1 -0.1 0.0
H 0.704 0.724 -1.032 0.0 0.0 -0.1
H -0.354 -1.736 -0.008 -0.1 0.0 0.3
H -0.127 -1.251 2.221 -0.1 0.0 0.1
H -1.213 0.080 1.761 0.0 0.0 0.0
H 0.729 1.558 1.411 0.1 0.0 0.0
H 1.832 0.204 1.752 0.0 0.0 0.0
H 1.882 2.592 3.718 0.0 0.0 0.0
H 2.794 1.090 3.476 0.0 0.0 0.1
H 1.873 1.327 4.984 0.0 0.1 0.0

***

22
Properties=species:S:1:pos:R:3:forces:R:3 method="wB97M-V/def2-TZVPD" total_charge=0 smiles=CCCC[C@H](C)N orbital_gap_ev=10.4 e_lumo_ev=1.1 relative_energy_kj_mol=66.8
C 0.683 -1.854 1.937 0.5 0.0 0.2
C 0.106 -1.587 0.559 -0.8 -0.5 -0.4
C -0.465 -0.166 0.509 1.9 -0.1 0.4
C -1.044 0.264 -0.821 -2.0 -0.8 0.7
C -1.082 1.750 -1.077 1.0 0.8 -0.1
C 0.292 2.470 -1.030 -0.1 0.6 -0.3
N 1.046 -1.815 -0.557 0.7 0.4 0.4
H -0.031 -1.659 2.738 -0.2 -0.1 -0.1
H 1.538 -1.196 2.124 0.0 0.0 -0.1
H 1.045 -2.880 2.046 -0.1 0.0 -0.1
H -0.660 -2.339 0.353 -0.5 0.1 0.3
H 0.434 0.401 0.803 -0.1 0.4 -0.5
H -1.085 0.029 1.376 -0.7 -0.2 -0.1
H -2.087 -0.100 -0.783 -0.1 0.4 0.0
H -0.729 -0.360 -1.640 1.1 0.2 -0.4
H -1.690 2.266 -0.335 -0.4 -0.3 0.0
H -1.497 1.962 -2.061 -0.3 -0.1 0.1
H 0.267 3.353 -0.389 -0.1 -0.2 0.3
H 1.137 1.860 -0.710 -0.1 -0.1 -0.1
H 0.522 2.926 -1.996 0.2 -0.4 -0.1
H 1.483 -0.937 -0.834 -0.1 0.0 0.0
H 1.816 -2.386 -0.212 -0.1 -0.1 -0.2

***

22
Properties=species:S:1:pos:R:3:forces:R:3 method="wB97M-V/def2-TZVPD" total_charge=0 smiles=CCCNCCC orbital_gap_ev=9.4 e_lumo_ev=1.1 relative_energy_kj_mol=180.7
C -1.831 1.205 -0.465 -3.0 -1.3 0.0
C -2.465 1.311 0.969 4.3 3.3 0.5
C -1.366 -0.226 -0.908 0.9 1.7 1.2
N -0.297 -0.665 -0.054 1.1 -1.5 1.1
C 0.906 0.209 0.063 -2.3 -0.2 -1.9
C 2.053 -0.548 0.611 1.5 0.4 1.3
C 2.928 -1.347 -0.383 1.1 1.8 -0.3
H -1.033 1.873 -0.541 1.3 1.0 -0.3
H -2.569 1.446 -1.239 -0.1 0.6 0.2
H -3.130 0.576 1.121 -2.5 -2.6 0.8
H -2.836 2.289 1.404 -0.2 -0.7 -1.6
H -1.610 1.264 1.725 -0.8 -0.9 -0.8
H -2.080 -1.034 -0.855 -0.8 0.2 -0.2
H -0.995 -0.100 -1.932 -0.1 -0.3 0.1
H -0.666 -0.850 0.909 0.5 0.2 -1.3
H 1.161 0.476 -1.016 -0.4 0.4 1.4
H 0.525 1.027 0.696 1.2 0.5 -0.4
H 1.669 -1.317 1.267 -0.3 -0.2 0.5
H 2.627 0.168 1.333 -0.4 -1.3 -1.6
H 2.498 -2.195 -0.845 -1.3 -0.6 -0.5
H 3.496 -0.799 -1.198 -0.9 -0.1 1.0
H 3.673 -1.790 0.221 1.2 -0.4 0.7

***

22
Properties=species:S:1:pos:R:3:forces:R:3 method="wB97M-V/def2-TZVPD" total_charge=0 orbital_gap_ev=9.4 e_lumo_ev=1.1 relative_energy_kj_mol=580.9
C -0.195 1.913 -2.208 -1.1 -2.1 0.5
C -0.233 1.262 -0.845 -3.1 -1.9 3.7
C -0.935 -0.100 -0.572 2.1 0.4 -4.6
C -1.115 -0.501 0.791 -0.8 -0.1 5.8
C -0.266 -1.697 1.333 -0.4 -1.5 -0.4
C 1.251 -1.449 1.498 -0.1 -0.9 -0.4
N 1.465 0.777 -0.415 -0.8 3.1 -2.3
H 0.713 2.464 -2.155 0.5 1.0 -0.7
H -1.171 2.474 -2.394 1.6 -0.6 0.2
H -0.091 1.043 -2.903 0.0 1.0 0.1
H 0.781 1.681 -0.144 3.8 -0.2 1.2
H -0.278 -0.843 -1.184 -1.1 1.0 1.1
H -1.878 -0.113 -1.092 -0.6 0.2 -0.3
H -2.198 -0.690 0.973 0.6 -0.5 -0.2
H -1.008 0.318 1.635 0.3 -0.8 -1.9
H -0.300 -2.497 0.537 -0.2 0.6 0.7
H -0.723 -2.238 2.244 0.6 1.4 -1.2
H 1.684 -1.456 0.491 0.0 0.0 0.3
H 1.547 -0.508 1.950 -0.3 0.0 0.4
H 1.725 -2.289 2.035 -0.3 0.4 0.0
H 2.028 0.477 0.415 -2.4 0.7 0.1
H -0.804 1.973 0.008 1.6 -1.2 -2.0

***

22
Properties=species:S:1:pos:R:3:forces:R:3 method="wB97M-V/def2-TZVPD" total_charge=0 smiles=CCC[C@H](C)NC orbital_gap_ev=9.6 e_lumo_ev=1.2 relative_energy_kj_mol=66.7
C -0.048 2.655 -0.190 -0.6 -0.1 0.0
N 0.181 1.378 0.473 -0.5 0.3 -0.2
C 0.738 0.301 -0.321 0.6 -0.6 0.3
C 0.126 -1.038 0.115 -0.2 0.1 -0.4
C -1.355 -1.139 -0.210 -0.5 -0.2 0.6
C -2.029 -2.405 0.348 -0.3 -0.3 -0.3
C 2.272 0.246 -0.170 -0.2 -0.1 -0.1
H 0.423 3.459 0.371 0.1 0.2 -0.2
H -1.123 2.887 -0.261 0.2 -0.1 0.1
H 0.300 2.651 -1.224 0.3 0.1 0.1
H 0.679 1.507 1.339 0.1 -0.1 0.0
H 0.476 0.452 -1.371 -0.1 0.2 0.0
H 0.693 -1.865 -0.334 -0.1 0.1 0.1
H 0.212 -1.110 1.198 0.2 -0.1 0.2
H -1.839 -0.301 0.296 0.0 0.2 -0.2
H -1.581 -1.030 -1.277 0.3 -0.1 0.0
H -1.392 -3.292 0.383 0.2 0.2 0.0
H -2.871 -2.690 -0.283 -0.1 0.0 0.0
H -2.456 -2.270 1.346 0.3 0.1 0.0
H 2.503 -0.198 0.804 0.1 0.2 0.0
H 2.682 1.253 -0.219 0.1 0.0 0.0
H 2.778 -0.363 -0.926 -0.2 0.0 0.0

***

22
Properties=species:S:1:pos:R:3:forces:R:3 method="wB97M-V/def2-TZVPD" total_charge=0 orbital_gap_ev=7.3 e_lumo_ev=-0.3 relative_energy_kj_mol=630.3
C -0.772 -2.148 -0.575 -1.5 -0.5 0.8
C -1.163 -1.730 -1.960 1.6 -0.2 -1.2
C -0.848 -1.199 0.488 -2.8 4.3 0.3
N -0.417 0.105 0.461 1.8 -2.8 0.8
C 1.155 1.162 -1.133 0.4 0.1 0.8
C 1.019 0.131 0.003 -0.4 0.0 -1.4
C 1.994 0.337 1.181 -2.2 1.1 0.4
H -1.687 -1.303 1.186 0.2 -0.6 0.3
H -1.114 -3.126 -0.302 -0.1 -0.3 0.4
H -1.978 -1.000 -2.015 -0.1 0.0 0.8
H -0.327 -1.189 -2.398 0.1 -0.1 -0.7
H -1.460 -2.593 -2.602 0.6 0.5 0.5
H -3.108 4.912 3.783 0.0 0.0 0.0
H -2.485 4.772 3.408 0.0 0.0 0.0
H 0.074 -1.994 0.573 1.2 -0.9 -1.0
H 2.134 1.198 -1.645 -0.5 -0.6 -0.1
H 0.284 0.999 -1.762 0.3 0.2 -0.5
H 1.097 2.155 -0.710 -0.4 0.4 0.2
H 1.217 -0.827 -0.463 0.4 -0.3 -0.2
H 1.527 -0.070 2.098 0.6 -0.5 -0.5
H 3.015 -0.006 1.004 -0.2 0.3 0.0
H 1.844 1.413 1.379 1.1 -0.1 0.0

***

22
Properties=species:S:1:pos:R:3:forces:R:3 method="wB97M-V/def2-TZVPD" multiplicity=2 total_charge=+1 s2=0.754 orbital_gap_ev="12.4 / 7.4" e_lumo_ev="-3.0 / -8.0" relative_energy_kj_mol=137.5
C 2.277 -1.440 -0.175 1.1 0.1 -1.4
N 1.283 -0.569 0.431 -0.4 -4.2 -0.8
C 0.067 -0.332 -0.314 0.1 1.5 -1.3
C -0.321 1.151 0.131 1.5 -0.9 1.4
C -0.750 2.104 -0.986 -1.5 -1.2 1.4
C -1.134 1.019 1.420 -0.7 0.0 -0.6
C -0.927 -1.530 -0.329 0.4 0.5 0.8
H 3.014 -0.881 -0.763 0.1 0.4 0.3
H 1.873 -2.069 -0.992 -0.6 0.3 0.5
H 2.822 -2.105 0.496 -0.2 0.5 0.4
H 1.128 -1.001 1.347 -0.3 1.3 0.6
H 0.286 -0.267 -1.396 0.7 0.1 0.5
H 0.664 1.519 0.553 -0.7 0.1 -0.8
H -1.440 1.603 -1.654 0.3 -0.2 -0.6
H -1.447 2.756 -0.456 0.5 0.9 -0.3
H 0.095 2.559 -1.464 0.0 0.4 -0.3
H -0.502 0.562 2.172 0.1 0.0 0.4
H -1.992 0.342 1.292 0.0 0.5 0.0
H -1.463 2.000 1.774 0.0 -0.3 0.1
H -1.331 -1.906 0.604 0.2 0.3 0.5
H -1.773 -1.146 -0.878 -0.2 -0.2 -0.5
H -0.429 -2.370 -0.813 -0.2 0.1 -0.3

***

23
Properties=species:S:1:pos:R:3:forces:R:3 method="wB97M-V/def2-TZVPD" total_charge=+1 orbital_gap_ev=10.1 e_lumo_ev=-2.9 relative_energy_kj_mol=187.0
C -1.499 1.779 -1.590 0.5 0.6 0.2
C -1.529 2.597 -2.641 0.2 0.1 0.3
C -0.090 0.143 -2.309 -0.1 -0.4 0.3
N -0.387 0.922 -1.349 0.0 0.1 -0.2
H -2.157 1.862 -0.731 -0.5 -0.3 -0.4
H -0.606 2.801 -3.173 -0.2 -0.5 -0.5
H -2.389 3.191 -2.916 0.0 0.2 0.4
H 0.727 -0.565 -2.202 0.1 0.2 0.0
H -0.704 0.069 -3.204 0.1 0.2 -0.1
C 1.581 -1.538 0.579 0.1 -0.1 -0.9
C 0.307 -1.007 1.183 -0.1 -0.1 1.1
C 0.035 -1.632 2.552 0.5 -0.1 0.0
N 0.411 0.504 1.299 -0.4 0.0 0.6
H 1.963 -0.880 -0.207 0.0 0.0 0.0
H 2.371 -1.673 1.315 0.0 0.1 0.1
H 1.406 -2.501 0.100 0.0 -0.1 0.1
H -0.594 -1.176 0.594 0.3 0.1 -0.4
H 0.956 -1.742 3.134 -0.1 0.3 0.0
H -0.306 -2.655 2.387 -0.3 0.1 0.1
H -0.684 -1.066 3.146 -0.2 -0.2 -0.1
H 0.305 0.911 0.321 0.1 -0.1 0.1
H -0.352 0.844 1.890 -0.2 0.0 -0.3
H 1.234 0.812 1.820 0.3 -0.2 -0.5